{"formula": "C2H9Cl2NOP2S", "method": "wB97M-V/def2-TZVPD", "symbols": ["N", "P", "O", "P", "S", "H", "H", "H", "H", "H", "Cl", "C", "C", "Cl", "H", "H", "H", "H"], "coordinates": [[-1.927, -0.290, -1.094], [-1.882, 0.744, -2.432], [-1.317, -0.240, -3.662], [0.048, 1.780, -2.109], [-0.273, 2.523, -0.131], [-2.613, -1.027, -1.187], [-1.044, -0.665, -0.771], [-1.795, -0.052, -4.478], [0.836, 0.649, -1.778], [-1.521, 2.050, 0.021], [2.656, 1.022, 2.215], [1.324, -0.076, 2.655], [1.446, -1.411, 1.965], [1.168, -1.264, 0.207], [0.391, 0.419, 2.395], [1.371, -0.221, 3.733], [0.697, -2.101, 2.348], [2.436, -1.839, 2.101]], "lowdin_charge": [-0.260, 0.506, -0.415, 0.314, 0.215, 0.027, -0.065, 0.024, -0.188, -0.234, 0.534, -0.664, -0.634, 0.572, 0.053, 0.073, 0.074, 0.067], "total_charge": 0, "gap_ha": 0.3423, "energy_ha": -2212.91043, "multiplicity": 1}